Here is a structure of composition C16H26Cl2O2Sn in a non-equilibrium geometry from the OMol25 dataset. Energies are from the ωB97M-V functional and the def2-TZVPD basis.

Computed properties:
**Highest occupied orbital energy (spin up / spin down)**: 1.28 / 0.83 eV
**ΔE to the lowest compared entry with this formula, charge and spin**: 2.094 eV
**Total charge**: -2
**Gap between HOMO and LUMO (spin up / spin down)**: 3.2 / 3.6 eV

XYZ file:
```
47
Properties=species:S:1:pos:R:3:mulliken_charge:R:1
C -2.72625 1.90418 -1.54919 0.56
C -2.67925 2.54419 -0.30388 0.86
C -2.91802 1.58284 0.71167 0.90
C -2.42309 3.96173 -0.06116 -1.86
C -3.25876 0.37009 0.09103 -0.27
C -3.06610 0.53835 -1.33550 1.47
C -3.39947 -0.46289 -2.30950 -2.00
C -2.41512 2.50919 -2.84689 -1.78
C -2.86286 1.83908 2.16871 -1.78
C -3.66974 -0.91714 0.74950 -1.39
Sn 0.90617 -0.82791 -0.83211 0.60
Cl 0.56608 1.49925 -0.98279 -0.42
Cl 2.02305 -1.49789 -2.89885 -0.47
O -0.84008 -1.77649 -0.53684 -0.67
H -1.76590 4.38346 -0.79655 0.37
H -2.02556 4.15539 0.92407 0.38
H -3.29976 4.59599 -0.10401 0.28
H -1.90357 2.27050 2.43975 0.35
H -2.99206 0.91600 2.73243 0.37
H -3.61327 2.53615 2.53766 0.25
H -3.48604 -0.87244 1.84700 0.29
H -3.15926 -1.78197 0.30405 0.25
H -4.76555 -1.07132 0.61613 0.26
H -3.66821 -1.42162 -1.86552 0.29
H -2.14568 -0.80261 -3.09083 0.47
H -4.11382 -0.22987 -3.09554 0.32
H -1.50238 3.08563 -2.79277 0.28
H -3.19619 3.19342 -3.14978 0.32
H -2.35909 1.76658 -3.62416 0.42
H -0.93877 -2.36016 -1.28325 0.28
O -1.58743 -1.55286 -3.34751 -0.72
H -0.67153 -1.39892 -3.66369 0.20
C 4.88913 -3.11019 2.33351 -1.50
C 4.70998 -1.73298 1.64274 2.11
C 5.12655 -0.66353 2.63654 -1.64
C 5.61627 -1.70302 0.41548 -1.56
C 3.32833 -1.55988 1.22022 -0.51
C 2.28703 -1.32040 0.63505 -0.71
H 5.95837 -3.23284 2.58805 0.33
H 4.56893 -3.94290 1.68365 0.38
H 4.28919 -3.14238 3.25184 0.39
H 6.15997 -0.74539 2.95521 0.35
H 4.98428 0.29488 2.18626 0.42
H 4.49586 -0.74739 3.51312 0.42
H 5.31557 -2.46093 -0.35207 0.37
H 5.56545 -0.70716 -0.08150 0.38
H 6.66259 -1.90380 0.72022 0.36
```